(1)
{"formula": "C15H23BF16IN2O3", "method": "ωB97M-V/def2-TZVPD", "charge": 1, "multiplicity": 1, "lumo_energy_ev": -3.5, "elements": ["C", "N", "C", "B", "O", "N", "C", "C", "C", "I", "H", "H", "H", "H", "H", "H", "H", "H", "H", "H", "H", "H", "H", "H", "H", "C", "C", "C", "F", "F", "F", "F", "O", "C", "C", "F", "F", "F", "F", "H", "H", "H", "H", "C", "C", "C", "F", "F", "F", "F", "O", "C", "C", "F", "F", "F", "F", "H", "H", "H", "H"], "xyz": [[5.86485, 1.93050, -0.81064], [5.23546, 2.41739, -2.10262], [4.77875, 1.23751, -2.88407], [4.15520, 3.30551, -1.73095], [4.50672, 4.45585, -0.99102], [2.68561, 3.13634, -2.10860], [1.97558, 2.03372, -1.34805], [0.52280, 2.41362, -0.93178], [-0.34794, 1.21079, -0.41761], [0.74351, -0.61468, 0.00550], [6.10352, 0.85347, -0.88512], [5.16548, 2.12546, 0.03355], [6.80449, 2.48761, -0.63350], [4.04026, 1.47755, -3.67663], [5.65250, 0.69423, -3.29838], [4.29732, 0.52119, -2.16738], [3.74332, 4.82528, -0.53457], [2.20882, 4.01412, -1.86326], [2.57484, 3.04888, -3.12503], [2.61803, 1.68714, -0.51228], [1.89305, 1.18054, -2.05765], [0.57034, 3.16810, -0.11959], [0.01609, 2.84094, -1.82845], [-1.17976, 0.95897, -1.10628], [-0.83031, 1.55022, 0.52402], [-3.24098, -1.37191, -2.09070], [-4.24018, -2.55549, -2.17096], [-3.76729, -3.85453, -2.83431], [-3.44603, -3.69746, -4.12710], [-4.76155, -4.76974, -2.79711], [-5.38074, -2.11954, -2.74053], [-4.55148, -2.87129, -0.88420], [-3.35402, -0.31722, -3.06300], [-2.71784, -0.40843, -4.30779], [-3.71235, -0.41651, -5.47326], [-4.56305, -1.44968, -5.38948], [-3.05002, -0.53345, -6.64335], [-1.87280, -1.44580, -4.32907], [-1.94561, 0.69820, -4.41158], [-3.46629, -0.86762, -1.14908], [-2.20946, -1.71194, -1.98601], [-2.90469, -4.27242, -2.30805], [-4.29789, 0.50514, -5.48666], [-1.24024, -2.39437, 5.80602], [0.22295, -2.33334, 6.31669], [0.61494, -1.17857, 7.24562], [0.49292, 0.02731, 6.66671], [1.91715, -1.30049, 7.59772], [1.05701, -2.39410, 5.25472], [0.42265, -3.47719, 7.02469], [-1.52665, -1.91378, 4.48015], [-1.80624, -0.56361, 4.24486], [-0.76736, 0.08794, 3.32843], [0.46908, 0.02509, 3.84774], [-1.05280, 1.40275, 3.14446], [-1.97483, 0.09522, 5.39637], [-2.99907, -0.52942, 3.61915], [-1.46984, -3.45860, 5.73888], [-1.94675, -2.00102, 6.53689], [0.01611, -1.18980, 8.15982], [-0.74529, -0.40458, 2.35374]], "forces_ev_per_a": [[0.683, 0.680, -0.015], [-2.700, -0.565, 0.734], [0.122, -0.813, 0.624], [3.406, 1.480, 0.483], [-1.328, -2.008, -0.805], [-0.788, 0.891, 0.112], [-0.723, -1.565, -0.554], [0.438, -0.084, -0.095], [-0.425, 0.737, 0.244], [-0.342, 0.331, -0.173], [-0.231, 0.619, 0.012], [0.695, -0.394, -0.322], [-0.559, -0.340, 0.011], [0.690, -0.012, 0.252], [-0.594, 0.512, -0.058], [0.174, 0.309, -0.734], [0.220, 0.488, 0.174], [0.095, -0.134, -0.264], [-0.098, -0.234, 0.223], [-0.444, 0.459, -0.417], [0.277, 0.525, 0.545], [-0.101, -0.261, -0.552], [0.299, -0.125, 0.659], [0.813, 0.043, 0.215], [0.437, -0.558, -0.496], [0.324, 0.424, 0.193], [-0.323, 0.794, -0.284], [-0.012, -0.748, 0.147], [0.141, 0.513, -0.238], [-0.116, 0.183, 0.260], [0.028, -0.096, -0.220], [0.326, -0.201, 0.088], [-0.075, -0.702, -0.716], [0.046, -0.163, 1.574], [-0.498, 0.185, -0.434], [0.082, -0.218, 0.319], [0.326, 0.091, 0.097], [-0.040, -0.298, -0.296], [-0.049, 0.302, -0.245], [-0.227, -0.065, -0.114], [-0.029, -0.218, -0.282], [0.030, 0.122, 0.108], [0.136, 0.104, 0.130], [-0.526, -0.252, -0.098], [-0.201, -0.091, -0.864], [0.354, 0.056, 0.648], [-0.308, 0.103, -0.468], [-0.046, -0.295, -0.091], [0.102, 0.244, -0.011], [-0.139, 0.129, 0.293], [0.736, 0.915, 0.161], [-0.491, -1.385, 0.923], [0.295, -0.003, -0.329], [0.047, -0.119, 0.269], [-0.274, 0.050, 0.002], [0.339, 0.376, 0.093], [0.053, 0.155, -0.448], [0.171, 0.051, -0.093], [0.169, 0.287, 0.009], [-0.103, -0.116, -0.047], [-0.265, -0.093, 0.161]], "mulliken_charge": [-0.8092, -0.0394, -0.9398, 0.3794, -0.4994, -0.1434, -0.8630, -0.5534, -0.7516, 0.0179, 0.3468, 0.2819, 0.2891, 0.2748, 0.3084, 0.3556, 0.3026, 0.3556, 0.3787, 0.4486, 0.4689, 0.3591, 0.4036, 0.2799, 0.4101, -0.6101, 0.8147, 0.1225, -0.2195, -0.2629, -0.2726, -0.3179, -0.4097, 0.7925, 0.2083, -0.2135, -0.2567, -0.2880, -0.3009, 0.4116, 0.2926, 0.2741, 0.2279, -0.7312, 0.9012, 0.0889, -0.2169, -0.2645, -0.2699, -0.3214, -0.3685, 0.6568, 0.8560, -0.2508, -0.2920, -0.2836, -0.2841, 0.4030, 0.3319, 0.2825, -0.2915]}

---

(2)
{"formula": "C46H36N5O12S3W", "method": "ωB97M-V/def2-TZVPD", "charge": -1, "multiplicity": 1, "lumo_energy_ev": 0.4, "elements": ["W", "O", "C", "C", "C", "C", "C", "C", "C", "N", "N", "C", "O", "C", "C", "C", "C", "C", "C", "H", "H", "H", "H", "H", "H", "H", "H", "H", "H", "O", "S", "O", "O", "C", "C", "C", "C", "C", "C", "S", "O", "O", "O", "H", "H", "H", "H", "S", "C", "N", "O", "C", "N", "C", "C", "O", "N", "C", "C", "C", "C", "C", "C", "C", "C", "C", "C", "C", "C", "H", "H", "H", "H", "H", "H", "H", "H", "H", "H", "H", "C", "C", "C", "C", "C", "C", "C", "C", "C", "C", "O", "O", "H", "H", "H", "H", "H", "H", "H", "H", "H", "H", "H"], "xyz": [[-0.05256, -0.34790, 0.05916], [0.79244, 0.49934, 1.55454], [0.97620, 1.78623, 1.85053], [0.47845, 2.33554, 3.02390], [0.73598, 3.67170, 3.28240], [1.49473, 4.44452, 2.40556], [2.00290, 3.88131, 1.24930], [1.73986, 2.54387, 0.95486], [2.20426, 1.93036, -0.27077], [1.69288, 0.86366, -0.76371], [2.17306, 0.47099, -1.99237], [1.44414, -0.48881, -2.43037], [0.44136, -0.95945, -1.70585], [1.62043, -1.08216, -3.76294], [0.87025, -2.19587, -4.12299], [1.01900, -2.73976, -5.38910], [1.91132, -2.17652, -6.28924], [2.66154, -1.06391, -5.92639], [2.51713, -0.51425, -4.66431], [-0.11721, 1.72070, 3.68416], [0.32886, 4.12085, 4.17999], [1.67754, 5.48833, 2.62346], [2.57956, 4.47620, 0.55135], [2.98319, 2.41362, -0.85288], [0.18870, -2.63006, -3.40603], [0.43075, -3.60269, -5.67287], [2.02314, -2.60355, -7.27846], [3.35625, -0.62370, -6.63031], [3.08627, 0.35510, -4.36498], [-1.61816, -3.43572, 2.48300], [-0.39086, -2.79811, 2.13898], [-0.49952, -2.15895, 0.73169], [0.19047, -1.86732, 3.06083], [0.83029, -4.07440, 1.91909], [0.59897, -5.21256, 2.68129], [1.56754, -6.19864, 2.78285], [2.77949, -6.04112, 2.13411], [3.00763, -4.91560, 1.35712], [2.03574, -3.92950, 1.23514], [2.40335, -2.71002, -0.02037], [3.83320, -2.58069, -0.04670], [1.75901, -3.21138, -1.20229], [1.81896, -1.39444, 0.45341], [-0.34696, -5.30400, 3.19583], [1.37371, -7.08194, 3.37755], [3.54897, -6.79765, 2.21938], [3.93940, -4.78710, 0.82516], [-0.58425, 3.93372, -1.85773], [-0.66810, 2.53490, -1.10351], [-0.68244, 1.51231, -0.51720], [-3.10384, -2.31030, 0.14753], [-2.92472, -1.65797, -0.84537], [-3.77047, -1.66686, -1.93709], [-3.41752, -0.69892, -2.93688], [-2.04890, -0.24243, -2.37850], [-1.32282, 0.51942, -2.98484], [-1.87367, -0.76020, -1.12681], [-4.32114, 0.54120, -2.95064], [-4.25328, 1.44485, -4.00822], [-5.01318, 2.60310, -3.99287], [-5.84914, 2.87702, -2.91853], [-5.91049, 1.98680, -1.85907], [-5.14939, 0.82483, -1.87168], [-3.33036, -1.33057, -4.32588], [-4.31910, -2.23990, -4.69610], [-4.31711, -2.82752, -5.94986], [-3.31679, -2.51710, -6.86225], [-2.32789, -1.61732, -6.50258], [-2.33318, -1.02309, -5.24578], [-4.70537, -2.00368, -1.79030], [-3.59468, 1.24805, -4.84303], [-4.94378, 3.29905, -4.81957], [-6.43855, 3.78536, -2.90383], [-6.53957, 2.19796, -1.00328], [-5.16780, 0.17033, -1.01300], [-5.10393, -2.50017, -3.99674], [-5.09560, -3.53294, -6.21294], [-3.30834, -2.97877, -7.84182], [-1.53306, -1.37546, -7.19749], [-1.55303, -0.32805, -4.96986], [-3.15594, 4.08649, 6.10176], [-3.07413, 3.18769, 4.89670], [-3.12706, 3.70192, 3.61208], [-3.05243, 2.88158, 2.48491], [-3.09986, 3.52111, 1.12354], [-2.89794, 1.51038, 2.66878], [-2.85730, 0.96032, 3.95466], [-2.70043, -0.51919, 4.15755], [-2.95225, 1.80886, 5.04824], [-2.76610, 0.62117, 1.45107], [-3.67597, 0.48236, 0.66863], [-1.56182, 0.10029, 1.35853], [-3.32796, 5.12207, 5.80801], [-2.23184, 4.05109, 6.68338], [-3.96766, 3.78368, 6.76610], [-3.23757, 4.77266, 3.46878], [-3.78827, 4.36755, 1.13108], [-3.41848, 2.82975, 0.34440], [-2.11589, 3.90683, 0.84819], [-3.36393, -1.08995, 3.50531], [-2.91570, -0.78828, 5.19215], [-1.68517, -0.83867, 3.92436], [-2.93176, 1.37906, 6.04516]], "forces_ev_per_a": [[-0.347, 0.197, -0.192], [-0.186, 0.088, 0.083], [0.141, -0.186, 0.051], [0.041, 0.079, -0.112], [-0.021, -0.005, 0.034], [0.018, 0.057, -0.001], [-0.017, -0.067, -0.024], [-0.033, 0.040, 0.090], [-0.011, 0.014, -0.006], [-0.005, -0.026, 0.050], [0.054, 0.001, -0.063], [-0.096, -0.083, 0.021], [0.035, 0.094, 0.030], [0.046, 0.018, 0.015], [0.040, 0.025, -0.014], [-0.018, -0.017, 0.001], [0.004, 0.011, -0.019], [-0.004, 0.003, 0.015], [-0.003, -0.028, -0.013], [0.002, -0.007, 0.014], [0.004, 0.003, -0.005], [0.000, -0.004, 0.003], [0.002, 0.002, -0.003], [-0.003, -0.003, 0.000], [-0.017, -0.007, 0.022], [-0.002, -0.003, 0.002], [0.000, -0.001, 0.000], [0.000, 0.001, -0.001], [-0.001, 0.000, 0.003], [-0.017, -0.031, 0.007], [0.114, 0.102, -0.217], [-0.009, 0.026, 0.110], [-0.038, 0.012, 0.049], [0.024, 0.017, 0.061], [0.032, -0.018, -0.012], [-0.044, 0.003, 0.024], [0.039, 0.030, -0.039], [-0.053, -0.045, 0.041], [0.003, -0.060, -0.070], [0.058, 0.272, 0.046], [0.030, -0.084, 0.027], [0.008, -0.071, -0.086], [-0.057, -0.004, -0.051], [-0.004, -0.006, 0.003], [-0.002, 0.003, 0.003], [0.000, -0.001, -0.004], [0.004, 0.005, -0.004], [-0.037, -0.085, 0.080], [-0.008, 0.077, -0.065], [0.059, -0.175, -0.069], [0.005, -0.078, 0.008], [-0.200, 0.329, 0.172], [-0.003, -0.118, -0.053], [0.006, 0.036, -0.001], [-0.090, 0.208, 0.072], [-0.024, -0.028, -0.039], [0.471, -0.340, -0.097], [0.034, -0.016, 0.008], [-0.018, -0.008, -0.001], [0.012, 0.000, -0.002], [0.005, 0.007, -0.005], [-0.023, -0.016, 0.000], [-0.025, -0.002, -0.027], [0.050, -0.043, -0.027], [-0.027, 0.017, -0.010], [0.006, -0.002, -0.006], [-0.020, -0.018, 0.001], [0.015, 0.002, 0.003], [0.013, -0.036, 0.036], [-0.005, 0.022, 0.037], [0.007, -0.007, -0.006], [-0.001, 0.000, -0.003], [-0.001, 0.005, -0.001], [0.000, 0.001, 0.003], [-0.020, 0.003, -0.040], [0.003, 0.013, 0.011], [0.000, -0.001, -0.002], [-0.002, 0.000, -0.003], [0.004, 0.004, 0.001], [-0.004, 0.008, -0.019], [0.006, 0.010, 0.008], [-0.002, -0.017, -0.034], [-0.003, -0.024, -0.013], [-0.018, 0.055, 0.044], [-0.013, 0.003, -0.089], [-0.063, -0.090, -0.054], [0.043, -0.020, 0.029], [-0.026, -0.043, -0.008], [0.022, 0.007, -0.001], [0.083, 0.233, -0.033], [0.000, 0.042, 0.065], [0.003, -0.323, 0.213], [0.000, 0.001, 0.001], [0.000, -0.002, -0.002], [-0.002, -0.001, -0.003], [0.002, 0.002, 0.005], [0.006, 0.012, -0.005], [0.014, 0.033, 0.067], [0.040, 0.004, -0.006], [0.013, -0.005, -0.020], [-0.015, -0.009, -0.008], [0.012, 0.013, 0.012], [0.000, 0.008, 0.006]], "mulliken_charge": [1.3395, -0.4035, 0.3001, -0.7165, -0.3807, -0.8624, -0.6775, 0.8579, -0.8476, 1.0106, -1.4799, 0.0470, 0.2992, 0.4345, -0.0887, -1.2279, -0.4220, -0.7873, -0.3409, 0.6130, 0.4363, 0.3936, 0.4293, 0.4636, 0.6343, 0.4483, 0.4027, 0.4122, 0.4512, -0.6888, 1.9425, -0.8145, -0.7817, -0.0381, -0.6152, -0.6209, -0.6308, -0.9052, -0.3215, 1.7444, -0.7935, -0.7223, -0.6879, 0.5515, 0.3895, 0.3824, 0.5150, -0.4070, 0.9104, -0.4914, -0.6706, -1.1633, -0.0267, 3.1692, -0.6454, -0.6151, 1.1310, 0.0160, -0.0520, -0.9705, -0.5206, -0.8607, -0.2431, -0.7827, -0.3951, -0.8821, -0.5691, -1.1644, 0.2145, 0.4426, 0.4065, 0.4115, 0.3958, 0.4285, 0.4281, 0.3467, 0.3913, 0.3972, 0.4244, 0.7533, -1.5878, 0.9681, -1.1176, 1.0702, -1.4332, 0.1374, 1.2635, -1.2841, -1.0150, -0.3496, -0.5716, 1.2469, 0.3756, 0.3117, 0.3865, 0.3061, 0.5632, -0.0434, 0.1207, 0.2990, 0.5165, 0.0008, 0.3855]}

---

(3)
{"formula": "C3H10BN", "method": "ωB97M-V/def2-TZVPD", "charge": 0, "multiplicity": 1, "lumo_energy_ev": [0.3, -0.3], "elements": ["B", "C", "C", "C", "N", "H", "H", "H", "H", "H", "H", "H", "H", "H", "H"], "xyz": [[1.17145, 0.80845, 0.35673], [0.29024, 0.46065, 1.48298], [2.49088, 0.10251, -0.06106], [-2.05371, -0.61460, -1.00058], [-1.74357, 0.52835, -1.71113], [-0.03982, 1.11794, 2.16813], [0.61732, -0.45488, 2.08815], [-0.70269, 0.22945, 0.96472], [2.33792, -0.97408, -0.35390], [3.12192, 0.05976, 0.84669], [3.29946, 0.37113, -0.81300], [-1.30203, -0.81311, -0.20183], [-3.11959, -0.59970, -0.65634], [-2.02136, -1.53434, -1.72015], [-2.34642, 1.31247, -1.38941]], "forces_ev_per_a": [[1.790, 0.916, -1.698], [-1.166, -4.251, -0.629], [1.731, -1.121, -0.727], [-1.525, -2.872, -0.619], [0.415, 2.119, -0.742], [-0.717, 2.893, 2.257], [-0.406, 0.782, -0.804], [1.234, 0.008, 0.743], [-0.298, 0.653, 0.565], [-0.385, -0.203, 0.192], [-1.612, 0.610, 0.414], [-0.800, -0.140, -0.456], [0.898, -0.213, 0.526], [0.320, 1.355, 1.170], [0.520, -0.535, -0.192]], "mulliken_charge": [0.0229, -0.7392, -0.9126, -0.4414, -0.4091, 0.3634, 0.2772, 0.0340, 0.2898, 0.3129, 0.2915, 0.1453, 0.2974, 0.2220, 0.2460]}

---

Respective energy above the lowest of the compared OMol25 structures with the same formula, charge and spin values: 142.2; 35.3; 608.5 kJ/mol.